[1]
Density functional theory data (wB97M-V/def2-TZVPD) for Cl2H8LiO4 as an isolated structure.

Last column: Mulliken charge in e.
Positions of all 15 atoms, in Å:
Li1 20.7013 4.1226 -8.9205  0.838
Cl1 18.5691 1.6263 -10.4922  -0.932
Cl2 20.7321 4.3144 -5.1572  -0.939
O1 18.9972 6.8946 -9.0413  -0.626
H1 18.0492 6.8734 -9.1724  0.316
H2 19.1198 7.4387 -8.2634  0.328
O2 24.7135 1.0674 -11.5715  -0.630
H3 25.4099 0.5646 -11.1490  0.311
H4 24.2670 1.5115 -10.8506  0.318
O3 20.8134 7.6408 -12.6258  -0.651
H5 20.5633 7.7462 -11.7079  0.323
H6 20.2284 6.9595 -12.9572  0.326
O4 23.9493 4.6963 -9.1094  -0.598
H7 24.0768 5.6432 -9.0510  0.305
H8 24.6387 4.3268 -8.5577  0.311

Summary:
Net charge: -1
Energy relative to the best compared isomer or geometry (same formula, charge and spin) (kcal per mole): 88.4
Multiplicity: 1


[2]
Density functional theory data (wB97M-V/def2-TZVPD) for one molecule with the formula C5H9NO.

Last column: Mulliken charge in e.
Positions of all 16 atoms, in Å:
C1 -1.4656 -1.3071 -0.0555  -1.387
C2 -0.6237 -0.1945 -0.6680  0.408
C3 -0.7675 1.3258 -0.3121  -0.668
C4 0.7483 1.3917 0.0439  -0.365
C5 0.7587 -0.1101 -0.0725  0.188
N1 1.4437 -1.0693 0.3882  -0.491
O1 2.5782 -0.6181 1.0565  -0.406
H1 -2.4544 -1.4110 -0.5113  0.382
H2 -1.5806 -1.1760 1.0263  0.328
H3 -0.9207 -2.2466 -0.2021  0.322
H4 -0.5956 -0.3105 -1.7587  0.262
H5 -1.0728 1.9664 -1.1443  0.265
H6 -1.4147 1.5331 0.5452  0.281
H7 1.0244 1.7814 1.0280  0.273
H8 1.3629 1.8906 -0.7133  0.233
H9 2.9793 -1.4456 1.3497  0.374

Summary:
Energy relative to the best compared isomer or geometry (same formula, charge and spin) (kcal per mole): 68.1
SMILES string: C[C@H]1CC/C1=N\O
Multiplicity: 1


[3]
Density functional theory data (wB97M-V/def2-TZVPD) for one molecule with the formula C3H6N2O2.

Last column: Mulliken charge in e.
Positions of all 13 atoms, in Å:
C1 0.6378 0.1434 -0.0760  0.507
C2 -0.5056 -0.7286 0.0493  -0.503
C3 -1.8848 -0.0099 -0.0494  0.350
H1 1.7609 -1.7230 -0.4779  0.295
H2 2.7357 -0.0922 -0.1651  0.216
H3 1.6056 1.7984 0.1743  0.217
H4 -0.4932 -0.8384 1.1321  0.234
H5 -0.6454 -1.6829 -0.4428  0.417
H6 -0.8540 1.5033 -0.0191  0.582
N1 1.8571 -0.5307 -0.0412  -0.519
N2 0.5831 1.4139 0.0650  -0.613
O1 -1.7884 1.2844 -0.1549  -0.558
O2 -3.0088 -0.5377 0.0057  -0.627

Summary:
Energy relative to the best compared isomer or geometry (same formula, charge and spin) (kcal per mole): 59.5
SMILES string: [H]/N=C(\N)CC(=O)O
Multiplicity: 1


[4]
Density functional theory data (wB97M-V/def2-TZVPD) for a 2-piece molecular cluster, C5H14N3 overall.

Last column: Mulliken charge in e.
Positions of all 22 atoms, in Å:
C1 -2.7032 -0.7011 0.3177  0.163
C2 -3.3757 -1.1552 -0.7295  -0.779
C3 -0.5722 -0.4609 1.3901  -0.321
N1 -1.3268 -0.9805 0.5036  0.019
H1 -3.1710 -0.0967 1.0814  0.286
H2 -2.9559 -1.7776 -1.5063  0.275
H3 -4.4321 -0.9287 -0.7594  0.262
H4 0.4877 -0.6968 1.4520  0.507
H5 -1.0234 0.1502 2.1639  0.276
H6 -0.8586 -1.2883 -0.3350  0.280
C4 1.2527 0.5102 -0.9123  -0.605
C5 2.0901 0.8660 0.3182  -0.792
N2 2.7664 -0.3499 0.8303  -0.566
N3 0.0047 1.2952 -1.0122  -0.465
H7 1.8922 0.6053 -1.7954  0.439
H8 1.0087 -0.5593 -0.8735  0.273
H9 2.7831 1.6675 0.0622  0.406
H10 1.4196 1.2048 1.1132  0.399
H11 3.4225 -0.0200 1.5373  0.248
H12 3.3732 -0.7017 0.0946  0.234
H13 0.2504 2.2733 -0.9841  0.235
H14 -0.3325 1.1442 -1.9568  0.226

Summary:
Net charge: +1
Energy relative to the best compared isomer or geometry (same formula, charge and spin) (kcal per mole): 67.2
Multiplicity: 1


[5]
Density functional theory data (wB97M-V/def2-TZVPD) for one molecule with the formula C4H5F2NS.

Last column: Mulliken charge in e.
Positions of all 13 atoms, in Å:
C1 1.3171 -0.9377 0.3228  0.167
C2 0.3327 -0.1540 -0.3897  0.225
C3 -1.2650 1.0771 0.1326  -0.120
C4 -1.1148 -0.3723 -0.0573  -0.195
H1 1.2534 -1.0054 1.4431  0.230
H2 0.5587 -0.2192 -1.4171  0.299
H3 0.5993 1.8923 -0.4772  0.234
H4 -1.8206 1.4960 -0.7418  0.235
H5 -1.6891 1.4120 1.1372  0.248
N1 0.1997 1.2431 0.1012  -0.523
F1 2.5899 -0.5682 -0.0009  -0.268
F2 1.1124 -2.2131 -0.0742  -0.246
S1 -2.0736 -1.6504 0.0213  -0.286

Summary:
Energy relative to the best compared isomer or geometry (same formula, charge and spin) (kcal per mole): 26.8
SMILES string: FC(F)[C@@H]1NCC1=S
Multiplicity: 1


[6]
Density functional theory data (wB97M-V/def2-TZVPD) for a 2-piece molecular cluster, ClN2O2 overall.

Last column: Mulliken charge in e.
Positions of all 5 atoms, in Å:
N1 0.2795 -0.4405 -2.0953  -0.336
N2 -0.3187 -0.8012 -1.2176  0.803
O1 0.3262 1.6368 1.1238  -0.703
O2 -0.9643 -1.2792 -0.3855  -0.474
Cl1 0.6773 0.8840 2.5746  -0.290

Summary:
Net charge: -1
Energy relative to the best compared isomer or geometry (same formula, charge and spin) (kcal per mole): 6.5
Multiplicity: 1


Number 1: electronic energy -33572.492 eV, highest occupied orbital energy -4.821 eV, HOMO-LUMO gap 0.237 hartree. Number 2: electronic energy -8866.261 eV, highest occupied orbital energy -9.395 eV, HOMO-LUMO gap 0.385 hartree. Number 3: electronic energy -10282.217 eV, highest occupied orbital energy -9.911 eV, HOMO-LUMO gap 0.370 hartree. Number 4: electronic energy -9874.253 eV, highest occupied orbital energy -13.433 eV, HOMO-LUMO gap 0.315 hartree. Number 5: electronic energy -21987.563 eV, highest occupied orbital energy -9.047 eV, HOMO-LUMO gap 0.313 hartree. Number 6: electronic energy -19594.739 eV, highest occupied orbital energy -2.481 eV, HOMO-LUMO gap 0.243 hartree.